DFT (ωB97M-V with the def2-TZVPD basis set) results for a 2-piece molecular cluster, C2H10NOSi overall at a distorted geometry.

## Properties
largest force on an atom = 0.0948 hartree/bohr
LUMO energy = -4.981 eV
total energy = -13643.2056 eV
charge = +1
molecular weight = 92.19 g/mol
HOMO-LUMO gap = 0.3544 Ha
spin multiplicity = 1

Geometry as XYZ:
```
15
Properties=species:S:1:pos:R:3:forces:R:3:mulliken_charge:R:1
C -0.3950 -1.3336 1.8173 3.3 -3.6 0.0 -0.831
C 1.1159 0.2135 0.7263 -1.2 -4.2 2.1 -0.138
N 0.3287 -0.1075 1.7357 0.3 2.1 -1.2 -0.079
O -0.6542 0.7553 -0.7969 -0.6 -0.8 1.3 -0.450
Si -0.2009 1.1589 -2.3710 -0.7 -3.0 -0.1 0.414
H 0.1682 -2.2358 1.3712 -0.3 1.7 0.1 0.310
H -0.4740 -1.7333 2.7989 -0.6 0.5 1.2 0.347
H -1.2759 -1.3195 1.3005 -2.6 0.4 -1.0 0.322
H 1.4607 1.1667 0.7279 1.0 2.8 -0.4 0.382
H 1.6342 -0.6168 0.1473 -1.2 1.2 0.5 0.287
H -1.2685 0.0490 -0.4755 0.6 1.2 -1.2 0.367
H -0.1066 0.6728 2.3107 1.1 -1.1 -1.0 0.319
H -0.7801 0.0816 -3.2825 0.8 0.1 0.5 -0.078
H -0.9486 2.1966 -2.9476 -0.1 1.9 0.0 -0.059
H 1.2380 1.0434 -2.0980 0.2 0.6 -0.6 -0.113
```
Positions in Å, forces in eV/Å.

DFT (ωB97M-V with the def2-TZVPD basis set) results for a 3-piece molecular cluster, C2H10O2S2 overall at a distorted geometry.

## Properties
largest force on an atom = 0.0840 hartree/bohr
LUMO energy (alpha / beta) = 3.536 / 3.368 eV
⟨S²⟩ = 0.7543
total energy = -28000.8221 eV
charge = -1
molecular weight = 130.23 g/mol
HOMO-LUMO gap (alpha / beta) = 0.1360 / 0.2705 Ha
spin multiplicity = 2

Geometry as XYZ:
```
16
Properties=species:S:1:pos:R:3:forces:R:3:mulliken_charge:R:1
C 0.2462 -1.4628 -0.0604 3.2 2.2 2.0 -0.659
C -0.4016 -0.8806 -1.2711 -0.2 0.2 -0.6 -0.439
S 0.1995 0.8191 -1.4920 0.9 0.1 2.5 -0.440
S -0.2653 0.7240 -3.5664 -0.7 0.3 -3.9 -0.532
H 1.3470 -1.6446 -0.2877 -1.3 -0.3 0.1 0.228
H 0.4488 -0.6728 0.8629 -1.3 -2.1 -2.2 -0.046
H -0.2543 -2.3573 0.2140 -0.2 -0.9 0.8 0.395
H -0.1143 -1.5158 -2.2223 -1.1 1.3 1.8 0.398
H -1.4972 -0.7207 -1.0695 0.8 -0.8 -0.7 0.227
H -1.4079 1.4098 -3.4976 -0.1 0.0 0.0 0.053
H 1.9919 0.7159 3.3148 -1.2 -1.0 -0.5 0.314
H 0.5057 0.5041 2.8138 1.2 -0.4 0.1 0.314
O 1.3186 0.0117 3.1150 0.0 1.4 0.3 -0.688
H -1.3854 1.8828 1.3233 0.4 0.1 0.6 0.317
H -0.3060 1.4680 0.4359 0.8 -0.2 -0.1 0.087
O -0.4257 1.7193 1.3871 -1.2 0.2 0.1 -0.529
```
Positions in Å, forces in eV/Å.

- Look up the total energy of the second one.
  -28000.8221 eV

- Number 2 is which compound?
  C2H10O2S2